# C14H12Cl2O2PbS2

A structure of composition C14H12Cl2O2PbS2 (ωB97M-V/def2-TZVPD, OMol25).

Positions of all 33 atoms, in Å:
Pb  -0.41  -1.04  -1.28
Cl  1.00  -1.64  2.39
C  -0.63  -0.98  2.03
Cl  -1.78  -2.25  1.56
H  -0.58  -0.28  1.22
H  -0.96  -0.38  2.95
O  7.09  -0.23  -0.52
C  6.20  -0.06  0.48
O  6.56  -0.22  1.61
C  4.79  0.38  0.14
C  4.41  0.74  -1.18
C  3.07  0.97  -1.48
C  2.11  1.01  -0.49
S  0.43  1.46  -1.08
C  2.48  0.82  0.84
C  3.81  0.47  1.09
H  6.55  -0.12  -1.30
H  5.02  0.71  -2.02
H  2.86  1.33  -2.51
H  1.77  0.81  1.65
H  4.17  0.21  2.11
S  -2.57  -1.08  -2.54
C  -3.86  -0.55  -1.33
C  -3.53  0.06  -0.12
C  -4.50  0.51  0.73
C  -5.82  0.27  0.45
C  -6.21  -0.36  -0.77
C  -5.26  -0.86  -1.60
H  -2.53  0.43  -0.11
H  -4.22  1.14  1.54
H  -6.64  0.51  1.14
H  -7.25  -0.37  -1.17
H  -5.55  -1.42  -2.43

ΔE to the lowest compared entry with this formula, charge and spin = 47.6 kJ/mol
spin multiplicity = 1
LUMO (alpha / beta) = -10.35 / -10.84 eV
charge = +2
molecular weight = 554.49 g mol⁻¹
energy = -70751.1447 eV
frontier orbital gap (alpha / beta) = 0.209 / 0.188 Ha